1.
The following is a DFT calculation (ωB97M-V/def2-TZVPD) of the molecule C4H8O2.

Properties
Molecular weight = 88.11 u
ΔE to the lowest compared entry with this formula, charge and spin = 104.3 kcal/mol
E_tot = -307.546294 a.u.
Largest force on an atom = 0.4 eV Å⁻¹

The geometry in XYZ format:
```
14
Properties=species:S:1:pos:R:3:forces:R:3:mulliken_charge:R:1
C -1.1129 -0.3768 -1.5373 0.1 0.1 0.0 -0.793
C 0.2477 -0.2357 -1.0127 -0.3 -0.2 0.1 -0.404
O 0.5223 1.7827 0.6239 0.1 0.2 -0.2 -0.510
C 1.1512 0.5757 1.0409 0.2 -0.2 0.2 -0.643
C 0.4001 -0.6095 0.4199 0.2 0.1 -0.2 0.369
O -0.7535 -0.9437 1.1830 -0.1 0.2 0.0 -0.579
H -1.9414 -0.3345 -0.8177 0.1 0.0 -0.1 0.263
H -1.3042 0.2206 -2.4337 0.1 -0.1 0.1 0.308
H -1.0605 -1.4313 -1.8790 0.0 0.0 0.0 0.313
H 0.7109 1.8835 -0.3249 0.0 0.0 0.3 0.347
H 1.0633 0.5388 2.1327 0.0 0.0 -0.2 0.331
H 2.2155 0.5412 0.7752 -0.2 0.1 -0.1 0.292
H 1.0434 -1.5050 0.4174 0.0 0.1 0.0 0.367
H -1.1819 -0.1061 1.4123 0.0 -0.2 0.0 0.338
```
Positions in Å, forces in eV/Å.


2.
The following is a DFT calculation (ωB97M-V/def2-TZVPD) of a structure of composition C32H24N4OPdS5.

Properties
Molecular weight = 747.33 u
ΔE to the lowest compared entry with this formula, charge and spin = 60.6 kcal/mol
E_tot = -3646.947741 a.u.
Total charge = -2
Largest force on an atom = 2.7 eV Å⁻¹

The geometry in XYZ format:
```
67
Properties=species:S:1:pos:R:3:forces:R:3:mulliken_charge:R:1
Pd -0.1255 0.8799 -1.0121 -0.7 -0.6 -0.2 0.199
S 2.2814 0.6698 -0.9590 0.1 -0.5 0.1 -0.476
C 2.4871 2.3887 -0.9262 0.1 -0.2 0.0 0.619
C 3.5526 2.9187 -0.2108 0.0 0.4 0.1 -1.109
C 3.7795 4.2913 -0.1457 -1.0 -0.3 -0.6 0.533
C 4.9015 4.7705 0.5420 0.9 0.4 0.6 0.003
N 5.8458 5.1291 1.0963 0.1 0.1 0.1 -0.649
C 2.8855 5.1699 -0.7991 -0.2 -1.4 0.0 0.528
C 1.8256 4.6384 -1.5347 0.4 0.3 0.4 -0.739
C 1.6257 3.2685 -1.6390 -0.1 -0.2 -0.5 0.031
S 0.4010 2.6621 -2.7064 -0.3 0.6 -0.6 -0.448
C 3.0639 6.5569 -0.7460 0.1 1.1 -0.1 -0.016
N 3.1878 7.7020 -0.7437 0.0 0.1 0.1 -0.647
H 4.2190 2.2407 0.3026 0.0 0.0 0.1 0.475
H 1.1469 5.3066 -2.0468 0.0 0.0 0.0 0.483
C -4.6286 1.7857 -2.2797 0.2 -0.2 0.3 -1.284
C -3.7391 1.4140 -1.0976 -0.4 -0.1 0.0 -0.167
O -2.3866 1.5202 -1.4538 -0.1 0.3 -0.3 -0.198
H -5.6669 1.5583 -2.0570 -0.3 0.0 0.0 0.405
H -4.3187 1.2132 -3.1517 0.0 0.0 -0.1 0.272
H -4.5288 2.8454 -2.5087 0.0 0.1 -0.1 0.333
H -3.8933 0.3677 -0.8177 0.0 0.1 0.0 0.175
H -3.9687 2.0441 -0.2265 0.0 -0.1 0.0 0.259
H -2.1278 2.4553 -1.5283 0.1 -0.3 0.0 0.205
C 0.9220 -5.2723 -4.4795 0.0 -0.1 0.0 -0.374
C 0.5681 -4.9999 -3.1648 0.0 -0.2 0.0 -0.764
C 0.3125 -3.7061 -2.7620 0.0 0.2 0.0 -0.197
C 0.4020 -2.6331 -3.6588 -0.2 -0.6 -0.4 0.768
C 0.7489 -2.9314 -4.9841 -0.1 0.2 0.2 -0.481
C 0.9983 -4.2273 -5.3879 0.1 -0.2 -0.1 -0.477
C 0.1745 -1.2560 -3.2557 -0.5 0.4 0.4 -0.879
C -0.4237 -0.8643 -2.1241 1.9 2.0 -0.1 -0.826
C -1.2097 -1.4993 -1.1334 -1.0 -1.3 1.1 0.474
C -2.4204 -2.1618 -1.4562 0.7 0.5 -0.1 -0.247
C -3.2376 -2.6604 -0.4700 -0.3 -0.2 0.3 -0.751
C -2.8903 -2.5434 0.8709 0.3 0.1 0.0 -0.548
C -1.6821 -1.9373 1.2110 -0.6 -0.3 0.3 -0.268
C -0.8588 -1.4119 0.2436 0.6 -0.1 -0.8 0.792
H 1.1442 -6.2860 -4.7882 0.0 0.0 0.0 0.352
H 0.4918 -5.8095 -2.4478 0.0 0.0 0.0 0.368
H 0.0498 -3.5043 -1.7347 0.0 0.0 0.1 0.507
H 0.8113 -2.1239 -5.7013 0.0 0.1 0.0 0.397
H 1.2549 -4.4355 -6.4204 0.0 0.0 0.0 0.348
H 0.5583 -0.5015 -3.9382 0.2 0.1 0.3 0.272
H -2.6781 -2.2732 -2.5008 -0.1 0.1 -0.1 0.411
H -4.1600 -3.1623 -0.7392 0.0 0.0 0.0 0.333
H -3.5377 -2.9365 1.6418 0.0 0.0 0.1 0.400
H -1.3969 -1.8864 2.2529 0.1 0.1 0.1 0.336
H 0.1100 -0.9724 0.5112 -0.4 -0.2 0.0 0.199
S -1.8735 1.3636 6.1293 -0.5 0.1 0.6 -0.458
C -1.2769 1.5195 4.5941 0.0 0.1 -0.2 0.232
S -1.8969 2.6977 3.4526 0.9 -1.0 -0.1 -0.170
C -0.7428 2.0403 2.2117 -0.6 0.3 1.2 0.128
N -0.0577 1.0629 2.6843 0.8 -0.5 -0.8 -0.592
N -0.3038 0.7885 3.9938 -1.1 1.0 0.4 0.489
C 0.5252 -0.1713 4.5886 0.6 -0.7 0.3 0.242
C 1.0902 -1.1506 3.7684 -0.2 0.2 0.0 -0.022
C 1.9287 -2.1055 4.3042 0.1 -0.1 0.1 -0.807
C 2.2304 -2.0976 5.6569 0.0 0.0 0.1 -0.397
C 1.7013 -1.1035 6.4636 0.1 -0.2 0.0 -0.653
C 0.8565 -0.1429 5.9429 -0.1 0.2 -0.1 -0.551
S -0.5902 2.7810 0.7319 0.2 0.3 -1.3 -0.385
H 0.8778 -1.1346 2.7124 0.0 0.0 -0.1 0.629
H 2.3559 -2.8613 3.6614 0.0 0.0 -0.1 0.383
H 2.8837 -2.8501 6.0778 0.0 0.0 0.0 0.365
H 1.9600 -1.0688 7.5137 0.0 0.0 0.1 0.343
H 0.4639 0.6321 6.5807 0.0 0.0 -0.1 0.291
```
Positions in Å, forces in eV/Å.


3.
The following is a DFT calculation (ωB97M-V/def2-TZVPD) of a cluster of 2 separate species, C3H11NO in total.

Properties
Molecular weight = 77.13 u
ΔE to the lowest compared entry with this formula, charge and spin = 47.3 kcal/mol
E_tot = -250.821307 a.u.
Structure (SMILES) = CNC.CO
Largest force on an atom = 3.6 eV Å⁻¹

The geometry in XYZ format:
```
16
Properties=species:S:1:pos:R:3:forces:R:3:mulliken_charge:R:1
C -0.8451 1.1122 0.4528 2.5 -2.1 -0.1 -0.756
N -1.4186 -0.2894 0.3653 2.4 2.4 -1.1 -0.277
C -2.2917 -0.4707 -0.7740 -0.1 -1.1 -0.3 -0.917
H -0.3105 1.1999 1.4505 -0.8 0.1 -1.3 0.284
H -1.5224 1.9051 0.2826 -1.3 0.8 0.2 0.326
H -0.0323 1.2805 -0.3501 -1.1 -0.6 1.2 0.153
H -1.6853 -0.5667 1.2902 -0.8 -0.4 -0.2 0.234
H -2.6333 -1.5057 -0.7969 0.1 -0.1 -0.1 0.319
H -3.1602 0.1082 -0.6602 -1.6 1.0 0.0 0.384
H -1.9530 -0.2425 -1.8339 0.7 -0.1 1.6 0.251
C 2.0992 -0.5856 -0.5385 0.5 -1.2 -0.7 -0.649
O 2.3179 0.2968 0.5883 -0.3 -1.3 -0.7 -0.470
H 2.9618 -1.3365 -0.5830 -1.1 1.1 -0.3 0.308
H 1.9787 -0.0411 -1.4799 0.8 0.4 0.3 0.258
H 1.1655 -1.1923 -0.6065 0.3 0.4 1.3 0.251
H 2.8038 -0.2926 1.1816 -0.2 0.6 0.2 0.301
```
Positions in Å, forces in eV/Å.


4.
The following is a DFT calculation (ωB97M-V/def2-TZVPD) of the molecule C4H4O2.

Properties
Molecular weight = 84.07 u
ΔE to the lowest compared entry with this formula, charge and spin = 36.7 kcal/mol
E_tot = -305.220981 a.u.
Structure (SMILES) = O=C(O)C1C=C1
Largest force on an atom = 2.0 eV Å⁻¹

The geometry in XYZ format:
```
10
Properties=species:S:1:pos:R:3:forces:R:3:mulliken_charge:R:1
O 1.8371 0.5014 1.3413 0.4 0.2 0.5 -0.565
C 1.0833 0.1226 0.4949 -1.3 -0.1 -0.5 0.644
O 1.4875 -0.5236 -0.6106 0.3 -0.2 -0.2 -0.447
C -0.4286 0.3271 0.5270 1.3 -0.1 -0.3 -0.345
C -1.1559 0.4868 -0.7903 -0.4 -1.2 1.5 -0.462
C -1.3473 -0.6383 -0.1969 1.1 1.6 0.4 -0.316
H 2.4514 -0.5896 -0.5440 0.0 0.0 0.0 0.343
H -0.6227 0.8386 1.4754 -0.7 0.0 -0.4 0.355
H -1.5320 1.0574 -1.5756 0.0 1.1 -1.0 0.393
H -1.7728 -1.5824 -0.1213 -0.6 -1.3 0.1 0.400
```
Positions in Å, forces in eV/Å.


5.
The following is a DFT calculation (ωB97M-V/def2-TZVPD) of the molecule C2H5OPS3.

Properties
Molecular weight = 172.24 u
ΔE to the lowest compared entry with this formula, charge and spin = 71.5 kcal/mol
E_tot = -1690.277392 a.u.
Largest force on an atom = 4.3 eV Å⁻¹

The geometry in XYZ format:
```
12
Properties=species:S:1:pos:R:3:forces:R:3:mulliken_charge:R:1
C -0.5292 0.0835 -0.2717 -1.9 0.8 0.0 -0.471
C -1.9351 0.6013 0.2587 0.2 2.1 -2.9 -0.607
O 0.3106 -0.0979 0.8313 2.1 0.6 1.1 -0.283
P 1.9744 -0.1201 0.7667 -1.3 0.2 -1.2 0.342
S 2.7041 1.4478 -0.2288 -0.3 -0.5 0.6 -0.213
S -3.4738 -0.1614 -0.2587 0.6 -0.1 -0.1 -0.084
S 2.2542 -1.9066 -0.4550 -4.0 0.7 -0.8 -0.211
H -0.5742 -0.8502 -0.7252 -0.9 -2.0 -0.9 0.418
H -0.1520 0.6952 -1.0569 0.7 1.1 -0.2 0.405
H -1.7977 0.5169 1.2864 -0.3 0.4 2.0 0.301
H -2.1905 1.7838 -0.0857 1.1 -3.0 1.2 0.269
H 3.4092 -1.9922 -0.0612 4.1 -0.4 1.3 0.135
```
Positions in Å, forces in eV/Å.


What is the E_tot in the first record? -307.546294 a.u.